Record 1
Density functional theory data (ωB97M-V/def2-TZVPD) for a single C4H6N2S2 molecule at a distorted geometry.

Geometry as XYZ:
```
14
Properties=species:S:1:pos:R:3:mulliken_spin:R:1
S 0.50314 2.09149 -0.03672 0.851
S -2.81592 0.79652 0.22449 0.071
N -0.77088 -0.64284 -0.33670 0.016
N 1.82658 1.27959 -0.49833 0.319
C -1.81157 -1.50449 -0.19677 0.058
C -1.15561 0.56023 -0.16039 0.654
C 2.57085 0.45188 0.42355 0.011
C -2.99953 -0.92316 0.10811 0.019
H 1.94903 1.09726 -1.48143 -0.019
H 3.22845 -0.21701 -0.12776 0.006
H -3.95452 -1.37664 0.28624 0.002
H 3.17277 1.08658 1.07890 0.014
H 1.89032 -0.14169 1.03771 0.001
H -1.63310 -2.55773 -0.32087 -0.005
```

multiplicity: 3
charge: 0


Record 2
Density functional theory data (ωB97M-V/def2-TZVPD) for 3 unconnected molecules or ions with the total composition C2H9OS at a distorted geometry.

Geometry as XYZ:
```
13
Properties=species:S:1:pos:R:3:nbo_charge:R:1
S -1.46301 0.40487 -0.55899 0.463
O 2.74478 0.95237 0.33177 -0.974
C 0.29575 -1.37233 0.35365 -0.787
C -0.12652 0.00525 0.29283 -0.067
H 3.06809 1.68263 0.85748 0.496
H -3.10107 -3.38288 -0.19608 0.055
H 3.13918 0.92624 -0.51703 0.489
H -2.67227 -2.85980 0.09026 -0.056
H -0.41898 -2.18448 0.45750 0.290
H 0.83372 -1.52295 1.32963 0.298
H -1.60262 1.74751 -0.43526 0.181
H 0.23763 0.68138 1.06042 0.277
H 1.24298 -1.64536 -0.12424 0.335
```

charge: +1


Record 3
Density functional theory data (ωB97M-V/def2-TZVPD) for a molecular structure, C5H6NaO5 at a distorted geometry.

Geometry as XYZ:
```
17
Properties=species:S:1:pos:R:3:mulliken_spin:R:1
Na -0.12383 -1.37064 -1.59007 0.000
O -1.66321 -1.85033 0.14604 0.306
O -0.85533 0.42925 0.63105 0.013
O 3.68971 0.18753 -2.57695 0.000
O 1.81646 -1.05914 -3.04147 0.001
O 1.36743 0.26137 -1.00100 0.005
C 1.39800 1.10279 0.08068 0.003
C -2.13833 -0.97365 0.87402 0.070
C 0.40629 0.64659 1.15225 0.001
C -3.35122 -0.65804 1.34646 0.545
C 2.59224 -0.25649 -2.58462 -0.001
H 2.41591 1.25696 0.47507 0.001
H 1.05175 2.07426 -0.32961 0.000
H -3.47972 0.24225 1.94590 0.028
H -4.22975 -1.13388 0.91149 0.022
H 0.35130 1.40343 1.95160 0.003
H 0.75229 -0.30227 1.60918 0.001
```

multiplicity: 2
charge: 0


E_tot? In order: -28890.8966; -15092.9685; -19932.3245 eV.